{
  "formula": "C12H16N3",
  "method": "wB97M-V/def2-TZVPD",
  "elements": ["C", "C", "C", "C", "C", "C", "C", "C", "C", "N", "N", "C", "N", "C", "C", "H", "H", "H", "H", "H", "H", "H", "H", "H", "H", "H", "H", "H", "H", "H", "H"],
  "coordinates": [[-1.407942, 1.688978, 0.556490], [-0.188679, 1.177643, 0.700724], [1.000918, 1.938737, 0.083895], [2.024663, 1.001431, -0.400084], [2.923841, 1.727202, -1.393793], [2.160764, -0.283660, 0.039078], [1.249090, -0.995563, 0.899942], [0.872352, -2.438499, 0.333114], [-0.362086, -2.778899, 0.490856], [-1.561539, -2.658405, 0.838565], [-2.705810, -2.409270, 0.147100], [-2.683456, -1.873325, -1.067009], [-3.714216, -1.677217, -1.852069], [0.124780, -0.115843, 1.330650], [-0.698744, -0.436646, 2.427158], [-1.630166, 2.661839, 0.099149], [-2.321518, 1.231032, 0.909958], [1.382795, 2.320540, 1.073454], [0.749055, 2.630422, -0.613874], [3.537709, 0.914111, -2.011626], [3.576010, 2.396411, -0.982599], [2.291739, 2.146024, -2.191163], [2.964811, -0.914265, -0.455596], [1.755328, -1.216073, 1.842512], [1.657480, -3.170337, -0.031295], [-1.738001, -3.195868, 1.694959], [-1.657933, -1.846767, -1.450425], [-3.844818, -1.267474, -2.720350], [-4.582628, -1.803507, -1.406861], [-1.292871, 0.353404, 2.718178], [-0.577847, -1.264495, 3.075982]],
  "atomic_forces_ev_per_a": [[-0.8419, 0.3922, 0.0412], [0.3530, 0.4704, -2.1179], [-0.2892, -3.1579, 5.0504], [1.0765, -0.8517, -0.1318], [-0.6518, -5.1762, -2.9768], [2.0230, 1.1302, -3.5765], [-0.4102, -0.6029, 1.1198], [0.6068, -0.3125, 0.1674], [1.2033, 1.1185, -0.8339], [0.0556, -1.8298, -0.0053], [-3.0503, 1.1275, -1.2780], [3.7161, -1.8555, 1.3915], [-0.7263, -0.6865, 2.2945], [-3.4346, -0.8131, 3.2539], [3.5672, 0.6578, -3.2843], [0.6301, -0.3497, 0.0892], [0.1049, -0.4405, 0.1624], [0.2666, 0.7829, -1.2597], [-0.8273, 2.2513, -1.6464], [-0.8848, 1.6931, 1.4690], [1.5215, 1.9282, 1.1264], [0.1845, 0.3554, 0.4959], [-0.8014, 0.9449, 0.7684], [0.2233, -0.4927, 0.0278], [-0.9613, 1.2517, 0.3596], [-0.6189, 0.6999, 0.0188], [-0.3373, 0.8698, -0.7642], [1.0387, 0.8950, -1.8371], [-1.2994, -0.3279, 0.7062], [-1.5816, 1.1733, 0.8354], [0.1452, -0.8455, 0.3340]],
  "homo_ev": -11.88,
  "homo_lumo_gap_ev": 7.7,
  "total_charge": 1,
  "smiles": "C=C1CC(C)=C[C@H](C=C=[NH+]/N=C/N)C1=C"
}


{
  "formula": "C7H8N3O",
  "method": "wB97M-V/def2-TZVPD",
  "elements": ["C", "C", "C", "C", "C", "C", "C", "N", "N", "N", "O", "H", "H", "H", "H", "H", "H", "H", "H"],
  "coordinates": [[0.910292, 1.268835, 2.594513], [-0.201301, 0.615387, 2.045388], [1.943773, 1.110596, 1.634223], [0.229582, 0.010909, 0.806492], [0.339832, -1.765045, -0.902812], [-0.383308, -2.867047, -0.564018], [-0.400718, -0.735738, -0.235864], [-1.516179, -2.580885, 0.173496], [-1.542040, -1.341508, 0.317552], [-1.192319, 0.384778, -1.726529], [1.593188, 0.481266, 0.562645], [1.048323, 1.568307, 3.579742], [-1.027862, 0.338822, 2.613133], [2.988613, 1.372629, 1.662367], [1.303176, -1.539214, -1.182094], [-0.147212, -3.924946, -0.920864], [-1.443897, 1.285474, -1.357000], [-1.938830, -0.035895, -2.186890], [-0.471644, 0.622653, -2.375122]],
  "atomic_forces_ev_per_a": [[0.7885, -1.4697, -2.9401], [2.8816, -1.0594, -1.6478], [-0.4245, 0.8720, 1.7453], [0.3564, 2.2181, -0.2155], [-1.8317, -1.1479, 1.0196], [3.0980, -2.3593, -2.9110], [0.5972, 1.5715, 1.2062], [-0.4141, 0.8933, -0.0078], [-2.8155, 0.5004, 1.3522], [1.9515, 0.5084, 1.9862], [-2.5217, -1.6514, -0.0927], [0.0712, 0.8530, 1.3358], [-1.6937, -0.1438, 0.3510], [0.0383, 0.3247, 0.1480], [1.9575, -0.4000, -1.2529], [-0.4341, 1.5822, 0.9756], [-0.6397, 0.2252, 0.5692], [-1.7019, -0.9706, -0.9048], [0.7365, -0.3468, -0.7164]],
  "homo_ev": -13.39,
  "homo_lumo_gap_ev": 7.4,
  "total_charge": 1
}


{
  "formula": "C3H11NS2",
  "method": "wB97M-V/def2-TZVPD",
  "elements": ["C", "S", "S", "H", "H", "H", "H", "C", "C", "N", "H", "H", "H", "H", "H", "H", "H"],
  "coordinates": [[1.633702, 1.375566, 2.057759], [2.382895, 1.064154, 0.461456], [2.642310, -0.931463, 0.555447], [0.558951, 1.382154, 1.915567], [1.998924, 2.329010, 2.423777], [1.926261, 0.609876, 2.782972], [2.202869, -1.153904, -0.703311], [-1.602717, -0.894665, 0.081377], [-1.102440, -0.765057, -1.342783], [-1.455701, 0.472395, -1.969814], [-2.291407, -1.722701, 0.239987], [-0.795498, -1.099425, 0.785464], [-2.111707, 0.007431, 0.411294], [-0.005798, -0.939784, -1.365065], [-1.492801, -1.580029, -1.953387], [-1.240970, 0.549973, -2.953868], [-1.246872, 1.296469, -1.426872]],
  "atomic_forces_ev_per_a": [[0.5813, -0.1527, 0.5877], [-0.1793, -0.5767, -0.1630], [-0.4727, 0.4449, -0.0100], [-0.1890, 0.0011, -0.0259], [-0.0742, 0.2388, -0.1134], [-0.1293, 0.0369, -0.1850], [0.3168, 0.0100, -0.1556], [-0.0407, -0.0947, 0.6717], [0.4833, -0.6231, -0.5574], [-0.3628, 0.1848, 0.1608], [-0.1568, 0.0568, -0.2872], [0.1790, 0.1415, 0.0279], [-0.0754, 0.1281, -0.0153], [0.1029, -0.0113, 0.1262], [-0.0981, 0.0367, -0.0295], [0.0571, 0.1061, 0.2032], [0.0578, 0.0729, -0.2351]],
  "spin_multiplicity": 2,
  "homo_ev": [-12.38, -11.96],
  "homo_lumo_gap_ev": [7.6, 3.6],
  "s_squared": 0.755,
  "total_charge": 1
}


{
  "formula": "C6H24O6",
  "method": "wB97M-V/def2-TZVPD",
  "elements": ["C", "O", "H", "H", "H", "H", "C", "O", "H", "H", "H", "H", "C", "O", "H", "H", "H", "H", "C", "O", "H", "H", "H", "H", "C", "O", "H", "H", "H", "H", "C", "O", "H", "H", "H", "H"],
  "coordinates": [[0.602002, -0.019221, -19.724279], [-0.486745, 0.892030, -19.844476], [0.588992, -0.763011, -20.521743], [1.553713, 0.511363, -19.823212], [0.606203, -0.475477, -18.730073], [-1.129626, 0.546703, -20.466698], [-5.062361, -1.664381, -17.113228], [-4.938276, -1.367878, -18.502027], [-5.940319, -2.289909, -16.969932], [-4.170681, -2.186486, -16.756421], [-5.222861, -0.734068, -16.558843], [-4.217716, -0.735631, -18.594608], [-3.494614, 2.907876, -19.502945], [-4.253211, 2.115145, -18.626316], [-4.142981, 3.227104, -20.320887], [-3.158099, 3.857791, -19.064157], [-2.605692, 2.435778, -19.928052], [-3.624295, 1.586760, -18.102872], [-6.949245, 2.097662, -21.034676], [-7.686245, 2.122416, -22.267930], [-6.925915, 1.097213, -20.602558], [-5.950593, 2.494535, -21.192138], [-7.507791, 2.720860, -20.336890], [-7.632857, 1.244421, -22.651984], [-0.626191, 5.475927, -20.758740], [-0.852831, 5.880256, -22.101685], [0.345790, 5.819223, -20.389895], [-1.391976, 5.840056, -20.080057], [-0.602553, 4.380879, -20.698226], [-0.008793, 5.835270, -22.555304], [-2.134230, 0.494340, -15.825925], [-2.397679, 0.554105, -17.223760], [-1.251544, 1.072029, -15.560926], [-2.996748, 0.901653, -15.302650], [-2.052900, -0.546457, -15.507439], [-1.581706, 0.330232, -17.688183]],
  "atomic_forces_ev_per_a": [[0.3048, 0.1764, -0.1582], [0.0629, 0.0389, 0.2475], [-0.0837, -0.1963, 0.2337], [-0.1950, 0.1780, -0.0030], [-0.1031, -0.2420, -0.1703], [0.0005, -0.0598, -0.0579], [0.0728, 0.4539, -0.3838], [-0.0379, -0.2399, 0.0905], [0.0431, -0.0940, -0.1214], [-0.0804, 0.0044, 0.2072], [0.1135, -0.1400, 0.1998], [-0.1040, 0.0798, 0.0282], [-0.1210, 0.9992, -0.4594], [0.3824, -0.3948, 0.1091], [0.0376, -0.2262, -0.0909], [0.0406, -0.1827, 0.3350], [-0.0851, -0.2907, 0.0948], [-0.2304, 0.2337, 0.0192], [-0.7629, 0.0570, -0.2202], [0.1374, -0.2065, 0.1812], [0.2507, -0.0220, -0.0426], [0.1122, -0.0736, 0.1442], [0.2374, 0.1440, 0.0486], [-0.0040, 0.0622, -0.1011], [0.6412, -0.6705, 0.0070], [-0.1790, 0.2467, 0.2761], [-0.0907, 0.1709, 0.0151], [-0.2100, 0.1934, -0.2930], [-0.1389, 0.0373, 0.1073], [-0.0300, -0.0005, -0.1044], [-0.4477, -0.2287, 0.0880], [0.2335, -0.1365, -0.0488], [0.0948, -0.0383, 0.0645], [-0.0021, 0.1717, -0.1066], [0.2796, 0.0031, 0.0761], [-0.1391, 0.1924, -0.2113]],
  "homo_ev": -9.84,
  "homo_lumo_gap_ev": 10.2,
  "smiles": "CO.CO.CO.CO.CO.CO"
}